19
Properties=species:S:1:pos:R:3:forces:R:3:nbo_charge:R:1 method="wB97M-V/def2-TZVPD" molar_mass_g_mol=117.15 spin_multiplicity=1 charge=0 orbital_gap_ev=8.423 de_lowest_ev=1.2167
C 0.8964 1.4698 1.5413 0.6 -0.9 -0.5 -0.7294
C -0.4939 0.9810 1.2680 -2.3 1.9 2.1 0.8196
O -1.0323 0.3904 2.4088 0.9 -0.1 -0.6 -0.7080
O -1.2604 1.3868 0.4237 0.7 -0.7 -0.2 -0.6116
H -2.0003 0.4451 2.3769 0.2 -0.1 -0.4 0.4934
H 0.8739 2.5194 1.8314 -0.3 0.0 -0.1 0.2488
H 1.4976 1.3715 0.6408 0.0 0.1 0.0 0.2525
H 1.3454 0.9062 2.3547 0.0 -0.1 0.0 0.2362
C -0.9864 -1.7668 -0.5414 0.3 -0.4 -0.1 -0.6536
N 0.4050 0.7522 -1.7739 0.2 -0.6 0.6 -0.8545
C 1.0029 -0.4631 -1.4539 -0.4 -0.5 -0.9 -0.0066
C 0.4445 -1.5655 -0.9171 0.3 0.5 -0.6 -0.3130
H 0.8129 1.2990 -2.5160 -0.4 -0.1 0.3 0.3903
H -0.5551 0.8820 -1.4793 0.4 0.4 -0.4 0.4084
H 2.0114 -0.5431 -1.8461 0.1 0.0 0.2 0.1875
H 1.0372 -2.4700 -0.9448 0.3 0.1 0.3 0.2010
H -1.5817 -0.8805 -0.7439 -0.2 -0.1 0.4 0.2106
H -1.0197 -2.1191 0.4925 -0.4 0.4 0.1 0.2159
H -1.3974 -2.5955 -1.1218 -0.1 0.0 -0.2 0.2127